C7H13N3 | the ωB97M-V functional and the def2-TZVPD basis

XYZ file:
```
23
Properties=species:S:1:pos:R:3:forces:R:3
C 0.57222 -0.38731 -2.28290 0.0 -2.6 -0.6
C 0.63459 -1.69841 -1.86785 0.6 0.4 0.1
C 0.59312 0.68154 -1.38408 1.5 0.6 -0.2
C 0.09054 1.45751 0.81395 0.5 2.2 0.9
C 0.46641 -1.97807 -0.40537 -0.8 -0.1 -0.6
C -0.58128 -1.16901 0.30463 0.8 -0.7 0.3
C 0.02059 1.12145 2.25059 1.6 -4.4 -0.9
N 0.20683 0.51691 -0.14166 -1.0 0.1 0.2
N -1.85784 -1.28582 -0.04666 1.7 0.1 -0.9
N 0.09087 2.76853 0.65529 0.2 0.7 -5.4
H 0.77439 -0.30474 -3.31860 0.2 1.0 -0.8
H 0.97227 -2.54415 -2.57705 -0.8 1.5 1.2
H 1.22877 1.54351 -1.75213 -1.2 -0.3 0.7
H 0.01077 -2.94483 -0.32732 0.4 -1.2 0.3
H 1.40674 -1.90725 0.15195 0.0 -0.3 -0.2
H -0.35112 -1.19797 1.38558 -0.6 0.5 -0.7
H -0.11305 1.97662 2.76281 -0.4 2.5 2.2
H -0.65654 0.32567 2.57206 -0.7 0.6 -0.4
H 0.95695 0.56596 2.56104 -0.3 1.1 -0.4
H -2.11728 -1.42608 -1.00907 -0.1 -0.2 -0.2
H -2.55750 -0.93133 0.52687 -1.4 0.6 1.2
H 0.07609 3.40004 1.39148 -0.2 0.8 2.2
H 0.13347 3.41722 -0.26356 -0.1 -2.7 2.2
```
Forces are in eV/Å.

Values from the calculation:
Net charge ... +2
E_tot ... -438.092433 Eh
Orbital gap ... 8.718 eV

C7H13N3 | the ωB97M-V functional and the def2-TZVPD basis

XYZ file:
```
23
Properties=species:S:1:pos:R:3:forces:R:3
C -2.04826 -1.52268 -0.02696 2.6 4.8 -1.7
C -1.27072 -1.54296 1.12298 1.4 0.3 0.9
C -0.60515 0.24919 -0.04502 -0.4 1.8 -2.4
C -0.00732 1.58120 -0.38973 -0.5 0.2 -1.7
C 1.92279 0.28534 -1.30354 1.0 -0.1 2.3
C 1.45635 1.60584 -0.94139 -3.7 -3.6 2.5
C -1.25102 -2.54538 2.16457 -2.8 1.6 0.0
N -0.41223 -0.45529 1.04577 1.5 -1.2 3.8
N -1.60998 -0.38565 -0.73698 -2.8 -1.2 -0.4
N 2.08127 2.72182 -1.04199 4.2 5.8 -1.2
H -2.77726 -2.09055 -0.44152 -2.2 -2.0 -0.7
H -0.61717 2.07596 -1.26867 0.3 -0.8 2.0
H -0.11176 2.06022 0.59407 0.0 0.9 -0.2
H 1.40519 -0.02969 -2.11788 -1.5 -1.5 -2.7
H 1.80043 -0.47383 -0.48176 0.3 0.5 -0.6
H 2.93882 0.34176 -1.56593 1.5 -0.3 -0.3
H -2.09376 -3.22129 1.98080 0.8 -0.4 0.3
H -0.28135 -2.87631 2.24135 2.3 -1.8 0.1
H -1.38507 -2.05518 3.13575 -0.3 0.1 0.2
H -2.26907 0.01043 -1.51379 2.2 -0.6 1.5
H 0.30412 -0.24120 1.86312 -1.7 -0.3 -2.4
H 1.79438 3.67860 -0.77851 -0.4 -1.3 0.1
H 3.03677 2.82966 -1.49473 -1.8 -0.8 0.7
```
Forces are in eV/Å.

Values from the calculation:
Spin multiplicity ... 3
Net charge ... +2
E_tot ... -437.992502 Eh
Orbital gap (spin up / spin down) ... 3.923 / 5.145 eV

C7H13N4 | the ωB97M-V functional and the def2-TZVPD basis

XYZ file:
```
24
Properties=species:S:1:pos:R:3:forces:R:3
C 1.78855 -0.76798 -0.33308 -1.2 1.6 0.1
C 1.11779 -0.72336 -1.52039 -2.4 -2.0 0.6
C 0.72701 -0.76554 0.62820 2.5 -0.6 0.4
C -1.99964 0.75822 1.50133 0.8 -0.2 0.1
C 1.57735 -0.90592 -2.88686 -0.6 3.9 -1.2
C 0.99832 -0.83066 2.08154 -0.6 1.3 -0.7
C -1.46190 2.73078 0.21192 2.2 -0.2 0.9
N -0.25934 -0.85372 -1.25214 2.9 0.8 -2.2
N -0.46555 -0.81255 0.04893 2.6 -1.0 0.4
N -1.23041 1.50031 0.97944 -0.3 2.9 0.8
N -2.34947 -0.36334 1.83091 -0.8 -0.7 -0.5
H 2.86153 -0.51635 -0.25505 -0.9 -0.7 0.5
H 2.59254 -0.50003 -2.93487 -0.2 -0.2 -0.4
H 1.55648 -1.87633 -3.24413 0.0 -2.1 -0.4
H 0.88938 -0.26347 -3.55462 1.3 -1.0 0.6
H 1.57498 0.02681 2.39464 0.4 0.1 0.1
H 0.08578 -0.78455 2.57854 -1.7 0.2 1.2
H 1.42911 -1.73117 2.40740 1.0 -1.2 0.0
H -1.77952 3.60451 0.78660 -0.8 -0.6 0.1
H -0.44788 3.05142 -0.04452 -0.3 -0.1 -0.8
H -2.05506 2.37843 -0.58575 -0.8 0.8 -1.3
H -0.88283 -0.97383 -2.02296 -1.1 0.0 0.3
H -1.31844 -0.87943 0.59217 -1.1 -0.5 -0.1
H -2.94880 -0.50228 2.59276 -0.8 -0.5 1.3
```
Forces are in eV/Å.

Values from the calculation:
Net charge ... +1
E_tot ... -493.240867 Eh
Orbital gap ... 10.775 eV

C7H13N4 | the ωB97M-V functional and the def2-TZVPD basis

XYZ file:
```
24
Properties=species:S:1:pos:R:3:forces:R:3
C 1.80018 1.28917 0.54142 -1.9 2.3 -5.2
C 0.11425 2.65170 -0.27065 0.4 -0.6 0.3
C 3.85670 -0.78693 0.16007 3.1 -2.5 0.5
C 2.16112 0.65180 -0.66347 -2.9 1.8 1.3
C -0.93590 0.44402 -0.73368 -1.2 -1.7 -0.3
C -2.84293 0.59269 0.79486 -0.8 0.2 -2.5
C -2.38094 -1.50056 -0.33053 -0.2 -3.3 -2.1
N 1.09323 2.44051 0.61686 -0.1 -1.4 -0.6
N -0.70139 1.69780 -0.66941 0.2 1.9 0.0
N 3.17921 -0.21725 -0.74364 1.4 0.2 -2.1
N -2.01399 -0.15853 -0.18398 1.5 2.6 0.9
H 2.22487 0.97663 1.36614 2.3 -1.3 4.3
H 0.00525 3.70650 -0.61254 -0.5 -1.0 0.2
H 4.81852 -1.38703 -0.22145 -2.4 1.5 1.3
H 3.54912 -0.72083 1.21804 0.4 -0.2 -0.8
H 1.65091 0.88593 -1.58731 0.4 0.2 0.0
H -0.36888 -0.22526 -1.41246 -0.1 0.4 0.3
H -3.13184 1.53357 0.27647 0.2 -0.4 0.7
H -3.74216 -0.00742 0.90420 0.0 0.2 0.3
H -2.36546 0.75252 1.72391 0.6 0.2 0.9
H -1.83365 -2.07189 -1.22345 -1.2 1.5 1.9
H -2.23253 -2.10124 0.57461 0.3 0.2 0.0
H -3.48406 -1.54321 -0.49259 0.8 -0.1 -0.3
H 3.59328 -0.22290 -1.70223 -0.5 -0.5 0.9
```
Forces are in eV/Å.

Values from the calculation:
Net charge ... +1
E_tot ... -493.186851 Eh
Orbital gap (spin up / spin down) ... 7.337 / 7.338 eV

C7H13N6 | the ωB97M-V functional and the def2-TZVPD basis

XYZ file:
```
26
Properties=species:S:1:pos:R:3:forces:R:3
C -1.93488 -1.94927 0.72451 -1.7 -2.9 1.3
C -0.09168 -0.51405 0.68678 0.1 2.0 1.7
C 3.18878 -0.53126 0.20240 3.3 1.4 3.3
C 1.61766 -1.31541 -0.93445 1.3 1.0 -1.2
C -4.02968 0.62778 -0.53268 -3.2 0.8 4.1
C 2.10335 1.40306 1.46521 1.2 1.5 0.6
C 0.57327 1.02306 -1.13650 -1.8 0.2 1.1
N -0.72795 -1.56844 0.64327 -0.9 0.2 -0.3
N -3.07093 -1.22534 0.28482 -0.4 0.4 0.2
N 2.99153 -1.49854 -0.56983 -0.5 0.7 0.2
N -2.88418 -0.11022 -0.20283 2.0 -1.0 0.0
N 2.18790 0.34184 0.55349 -1.6 -2.1 -1.2
N 0.97438 -0.14024 -0.16718 2.1 0.8 -2.1
H -2.30807 -2.90017 1.29891 1.4 1.7 -1.4
H 4.16361 -0.28986 0.81526 -1.7 -0.7 -1.6
H 1.61075 -1.05192 -1.97475 -0.7 -0.3 -0.6
H 1.08233 -2.11825 -0.60711 -1.6 -2.4 0.0
H -5.07016 0.19649 -0.10252 2.5 0.9 -0.7
H -3.86701 1.69548 -0.22883 -0.2 -1.0 -0.1
H -4.13764 0.63497 -1.53562 -0.2 0.0 -3.6
H 2.81098 1.35055 2.28837 -0.3 -0.8 0.3
H 2.40279 2.30863 1.00986 0.4 1.2 -0.9
H 1.12545 1.63310 1.79409 -1.2 -0.6 0.6
H -0.29844 0.73735 -1.83513 2.0 0.0 0.8
H 0.08849 1.73540 -0.44979 0.2 -0.1 -0.2
H 1.49935 1.52524 -1.48977 -0.7 -1.0 -0.3
```
Forces are in eV/Å.

Values from the calculation:
Net charge ... +1
E_tot ... -602.554883 Eh
Orbital gap (spin up / spin down) ... 8.079 / 8.078 eV

C7H13N6O | the ωB97M-V functional and the def2-TZVPD basis

XYZ file:
```
27
Properties=species:S:1:pos:R:3:forces:R:3
N -3.48859 0.07864 -0.18291 1.2 -0.4 0.3
C -2.36423 -0.90003 -0.46724 -0.3 0.5 1.1
C -1.74186 -1.30451 0.93825 0.4 -0.5 0.1
C -0.28954 -1.95767 0.89853 -0.1 0.0 0.2
C 0.61405 -1.55735 -0.34382 1.0 0.4 0.9
C 1.14160 -0.09322 -0.10171 -0.3 1.1 0.7
N 0.67855 0.73451 0.94349 3.9 0.2 -4.2
C 1.47880 1.89526 0.74252 -1.5 -2.2 0.2
N 1.28459 2.87868 1.62644 0.9 0.7 -0.5
N 2.33411 1.80013 -0.35540 -1.6 1.1 2.7
N 2.13242 0.54070 -0.86511 -2.3 -1.7 1.5
N 2.82808 0.01338 -1.95804 -0.8 0.6 -2.0
C 2.20032 0.40220 -3.02276 -0.3 1.0 1.1
O 1.60316 0.89332 -3.87949 1.2 -1.3 0.7
H -3.76860 -0.11632 0.79174 -0.2 0.2 -0.7
H -3.00721 0.98903 -0.12663 -0.6 -0.4 0.0
H -2.75733 -1.83713 -0.96179 0.5 1.2 0.3
H -1.65607 -0.32514 -1.14450 -0.6 -1.1 0.7
H -2.44144 -2.07084 1.41542 0.9 1.0 -0.6
H -1.72000 -0.42428 1.65644 0.0 -0.9 -1.2
H -0.38959 -3.07990 0.93191 0.3 1.2 -0.2
H 0.26945 -1.64174 1.83942 -0.7 -0.6 -1.2
H 1.53693 -2.23118 -0.33573 -1.1 0.9 -0.2
H 0.11326 -1.67293 -1.34787 0.5 0.3 1.1
H 1.80522 3.76177 1.58671 -0.5 -0.7 0.2
H 0.63808 2.68621 2.40245 0.6 0.2 -0.7
H 2.96583 2.53845 -0.68034 -0.1 -0.9 -0.2
```
Forces are in eV/Å.

Values from the calculation:
Net charge ... +1
E_tot ... -677.964263 Eh
Orbital gap ... 8.088 eV

Ordered ΔE to the lowest compared entry with this formula, charge and spin results: 220.6, 66.4, 282.3, 424.1, 360.4, 258.7; unit kJ/mol.
Ordered molar mass results: 139.20, 139.20, 153.21, 153.21, 181.22, 197.22; unit g/mol.